(i)
{
  "formula": "CH2N4S",
  "method": "wB97M-V/def2-TZVPD",
  "smiles": "S=c1nn[nH][nH]1",
  "homo_ha": -0.3217,
  "gap_ev": 8.391,
  "total_charge": 0,
  "symbols": ["C", "H", "H", "N", "N", "N", "N", "S"],
  "coordinates": [[-1.000, -0.261, -0.043], [1.913, 0.500, 0.533], [-0.181, 1.690, -0.241], [-0.232, -1.434, -0.052], [0.995, -1.139, -0.032], [1.212, 0.201, -0.123], [-0.065, 0.724, -0.015], [-2.642, -0.280, -0.026]]
}

(ii)
{
  "formula": "CH2N4S",
  "method": "wB97M-V/def2-TZVPD",
  "smiles": "Sn1cnnn1",
  "homo_ha": -0.3879,
  "gap_ev": 10.958,
  "total_charge": 0,
  "symbols": ["C", "H", "H", "N", "N", "N", "N", "S"],
  "coordinates": [[-0.471, 0.856, -0.146], [2.065, -0.380, 1.132], [-0.171, 1.876, -0.227], [0.336, -0.220, -0.213], [-1.713, 0.416, -0.078], [-1.633, -0.965, -0.105], [-0.434, -1.344, -0.179], [2.021, -0.240, -0.184]]
}

(iii)
{
  "formula": "CH2N4S",
  "method": "wB97M-V/def2-TZVPD",
  "smiles": "Sc1nnn[nH]1",
  "homo_ha": -0.3587,
  "gap_ev": 10.229,
  "total_charge": 0,
  "symbols": ["C", "H", "H", "N", "N", "N", "N", "S"],
  "coordinates": [[0.148, -0.234, 0.175], [1.078, -1.663, 1.782], [-0.167, -0.287, -1.956], [-0.228, 0.662, 1.082], [-0.814, 1.638, 0.367], [-0.857, 1.357, -0.876], [-0.294, 0.157, -1.019], [1.135, -1.630, 0.445]]
}

The least stable of them is (i).

(i)
{
  "formula": "C2H2FN3O",
  "method": "wB97M-V/def2-TZVPD",
  "smiles": "Oc1nn[nH]c1F",
  "homo_ha": -0.3511,
  "gap_ev": 10.292,
  "total_charge": 0,
  "symbols": ["C", "C", "H", "H", "N", "N", "N", "O", "F"],
  "coordinates": [[-0.734, -0.016, -0.086], [0.336, 0.782, -0.009], [-2.418, -0.472, 0.426], [2.357, 0.014, 0.132], [-0.317, -1.294, -0.241], [0.985, -1.319, -0.068], [1.388, -0.073, 0.036], [-2.053, 0.276, -0.036], [0.455, 2.100, -0.155]]
}

(ii)
{
  "formula": "C2H2FN3O",
  "method": "wB97M-V/def2-TZVPD",
  "smiles": "O[C@]1(F)C=NN=N1",
  "homo_ha": -0.3794,
  "gap_ev": 9.367,
  "total_charge": 0,
  "symbols": ["C", "C", "N", "N", "N", "O", "F", "H", "H"],
  "coordinates": [[-0.797, 0.630, 0.606], [0.151, -0.414, -0.276], [-0.134, 1.706, 0.807], [1.331, 0.477, -0.306], [1.113, 1.567, 0.192], [-0.119, -1.047, -1.401], [0.201, -1.384, 0.744], [-1.772, 0.473, 0.982], [0.026, -2.007, -1.348]]
}

The least stable of them is (ii).

(i)
{
  "formula": "H2N2O3",
  "method": "wB97M-V/def2-TZVPD",
  "homo_ha": [-0.3557, -0.3557],
  "gap_ev": [10.179, 10.180],
  "total_charge": 0,
  "symbols": ["N", "N", "O", "O", "O", "H", "H"],
  "coordinates": [[-1.124, 0.080, -0.058], [1.307, 0.034, 0.032], [1.072, 1.183, 0.005], [2.224, -0.643, -0.028], [-0.154, -0.885, -0.010], [-1.762, 0.294, -0.776], [-1.563, -0.064, 0.835]]
}

(ii)
{
  "formula": "H2N2O3",
  "method": "wB97M-V/def2-TZVPD",
  "smiles": "O=[N+]([O-])NO",
  "homo_ha": -0.3851,
  "gap_ev": 11.008,
  "total_charge": 0,
  "symbols": ["N", "N", "O", "O", "O", "H", "H"],
  "coordinates": [[-0.459, -0.099, -0.222], [-1.001, -0.706, 0.849], [-2.122, -1.032, 0.722], [-0.391, -0.695, 1.885], [0.904, 0.222, -0.110], [-0.874, -0.284, -1.047], [0.877, 0.090, 0.875]]
}

(iii)
{
  "formula": "H2N2O3",
  "method": "wB97M-V/def2-TZVPD",
  "smiles": "O=NN=O.O",
  "homo_ha": -0.3661,
  "gap_ev": 8.856,
  "total_charge": 0,
  "symbols": ["N", "N", "O", "O", "O", "H", "H"],
  "coordinates": [[1.755, -0.217, -0.168], [0.841, 0.431, -0.422], [2.156, -1.312, -0.019], [0.517, 1.602, -0.546], [-1.492, -0.380, 0.165], [-1.393, 0.480, 0.602], [-2.385, -0.604, 0.389]]
}

The least stable of them is (i).

(i)
{
  "formula": "CN4S2",
  "method": "wB97M-V/def2-TZVPD",
  "homo_ha": -0.3585,
  "gap_ev": 8.546,
  "total_charge": 0,
  "symbols": ["C", "N", "N", "N", "N", "S", "S"],
  "coordinates": [[0.190, -0.656, 0.015], [-1.178, -1.083, -0.068], [-1.819, 0.023, -0.006], [-1.156, 1.098, 0.033], [0.164, 0.704, 0.035], [1.894, -1.088, 0.023], [1.905, 1.002, -0.033]]
}

(ii)
{
  "formula": "CN4S2",
  "method": "wB97M-V/def2-TZVPD",
  "homo_ha": -0.3274,
  "gap_ev": 7.652,
  "total_charge": 0,
  "symbols": ["C", "N", "N", "N", "N", "S", "S"],
  "coordinates": [[0.182, 0.716, 0.873], [0.166, -0.479, 1.050], [-0.027, -1.448, 0.144], [-0.207, -0.932, -1.009], [-0.233, 0.214, -1.361], [0.290, 2.341, 1.233], [-0.085, 1.800, -0.870]]
}

The least stable of them is (ii).